1.
An isolated ion of composition HO3P2S2 and charge -1 at a distorted geometry, computed with wB97M-V/def2-TZVPD.

E_HOMO	-3.5	eV
largest force on an atom	4.006	eV/Å
HOMO-LUMO gap	0.255	Eh
total charge	-1
calculated total energy	-46411.157	eV

Each line ends with the Löwdin charge.
CARTESIAN COORDINATES (ANGSTROEM)
O: -0.044 -2.023 0.785  -0.661
O: -1.421 0.351 0.145  -0.291
O: -0.080 2.058 1.422  -0.422
P: 1.048 -1.086 0.604  0.230
P: -0.006 0.878 0.529  0.086
S: 1.071 -0.900 -1.640  -0.041
S: 1.021 1.126 -1.385  0.027
H: -1.589 -0.405 -0.459  0.072

=====

2.
C47H58N3O10SSi2Tl as an isolated structure at a distorted geometry, computed with wB97M-V/def2-TZVPD.

E_HOMO	-1.0	eV
largest force on an atom	1.585	eV/Å
HOMO-LUMO gap	0.189	Eh
total charge	-2
calculated total energy	-105910.343	eV

Each line ends with the Löwdin charge.
CARTESIAN COORDINATES (ANGSTROEM)
Tl: 1.004 -0.985 -0.109  1.008
O: -0.150 3.941 -1.504  0.009
C: 0.248 2.647 -1.177  -0.367
O: -0.017 2.339 0.164  -0.138
C: 0.908 1.870 -2.062  -0.227
C: 1.166 2.401 -3.402  -0.055
C: 2.059 1.785 -4.206  -0.117
C: 2.719 0.600 -3.783  -0.055
C: 2.322 0.047 -2.596  -0.191
N: 1.374 0.589 -1.787  0.067
C: 2.944 -1.276 -2.105  -0.713
O: 3.778 -1.837 -3.098  0.023
O: 1.982 -2.153 -1.753  -0.219
H: -1.092 3.945 -1.718  0.094
H: 0.665 3.308 -3.700  0.095
H: 2.267 2.199 -5.189  0.090
H: 3.474 0.113 -4.377  0.089
H: 3.545 -2.770 -3.039  0.093
C: -2.372 0.957 -7.241  -0.063
C: -2.778 0.849 -5.794  -0.280
C: -4.104 0.657 -5.430  -0.056
C: -4.466 0.543 -4.094  -0.063
C: -3.496 0.641 -3.111  -0.263
C: -2.164 0.843 -3.456  -0.025
C: -1.813 0.941 -4.792  -0.017
S: -3.927 0.388 -1.396  0.604
O: -5.279 -0.147 -1.428  -0.347
O: -3.765 1.650 -0.704  -0.334
N: -2.819 -0.595 -0.856  -0.133
C: -2.512 -1.755 -1.527  -0.392
C: -3.433 -2.526 -2.269  -0.022
C: -3.001 -3.671 -2.897  -0.090
C: -1.666 -4.055 -2.791  -0.086
C: -0.829 -3.255 -2.037  -0.149
N: -1.229 -2.146 -1.411  0.089
H: -3.199 0.698 -7.904  0.064
H: -1.533 0.295 -7.459  0.077
H: -2.052 1.974 -7.481  0.076
H: -4.863 0.575 -6.202  0.100
H: -5.491 0.361 -3.799  0.103
H: -1.402 0.893 -2.688  0.106
H: -0.770 1.078 -5.050  0.107
H: -4.463 -2.203 -2.316  0.092
H: -3.702 -4.268 -3.471  0.095
H: -1.283 -4.939 -3.282  0.087
H: 0.228 -3.474 -1.951  0.079
O: -1.003 0.295 0.912  -0.167
H: -1.723 0.028 0.280  -0.004
H: -0.728 1.180 0.612  -0.059
O: 3.229 -0.270 -0.001  -0.407
O: 3.881 -1.007 -1.046  -0.111
C: 4.318 1.483 2.388  -0.167
O: 2.944 1.374 2.084  -0.156
H: 4.450 2.300 3.101  0.070
H: 4.911 1.698 1.494  0.079
H: 4.708 0.562 2.839  0.064
H: 2.923 0.802 1.285  0.016
C: 1.530 -4.393 0.719  -0.194
Si: 1.173 -2.854 1.747  0.698
C: 2.682 -2.681 2.935  -0.629
C: 3.947 -2.377 2.121  -0.103
C: 2.955 -4.002 3.676  -0.111
C: 2.465 -1.567 3.965  -0.097
C: -0.510 -3.107 2.662  -0.637
C: -0.433 -4.201 3.734  -0.114
C: -1.557 -3.531 1.628  -0.102
C: -1.002 -1.819 3.335  -0.102
H: 1.603 -5.289 1.344  0.025
H: 2.470 -4.246 0.183  0.032
H: 0.758 -4.556 -0.033  0.008
H: 4.227 -3.228 1.494  0.078
H: 4.778 -2.191 2.817  0.079
H: 3.836 -1.515 1.460  0.045
H: 3.218 -4.799 2.977  0.068
H: 2.122 -4.348 4.285  0.047
H: 3.814 -3.855 4.343  0.079
H: 2.167 -0.625 3.498  0.073
H: 3.401 -1.384 4.509  0.079
H: 1.706 -1.843 4.702  0.063
H: -0.078 -5.155 3.332  0.075
H: -1.436 -4.365 4.148  0.075
H: 0.215 -3.914 4.563  0.057
H: -1.284 -4.456 1.115  0.074
H: -1.708 -2.759 0.875  0.053
H: -2.518 -3.697 2.132  0.084
H: -0.295 -1.444 4.077  0.059
H: -1.949 -2.022 3.853  0.083
H: -1.172 -1.023 2.614  0.050
C: 3.667 6.244 0.908  -0.109
C: 3.652 4.934 0.450  -0.074
C: 2.492 4.177 0.539  -0.058
C: 1.323 4.718 1.084  -0.199
C: 1.354 6.041 1.528  -0.090
C: 2.513 6.800 1.444  -0.109
Si: -0.154 3.584 1.255  0.676
C: -0.210 2.866 2.985  -0.193
C: -1.302 2.089 3.381  -0.078
C: -1.388 1.582 4.670  -0.091
C: -0.393 1.868 5.595  -0.106
C: 0.687 2.657 5.225  -0.097
C: 0.776 3.145 3.928  -0.086
C: -1.838 4.417 1.115  -0.191
C: -2.818 3.920 0.252  -0.093
C: -4.100 4.455 0.228  -0.075
C: -4.428 5.506 1.071  -0.106
C: -3.478 5.998 1.957  -0.109
C: -2.206 5.445 1.987  -0.103
H: 4.576 6.831 0.849  0.089
H: 4.545 4.494 0.024  0.103
H: 2.498 3.154 0.179  0.107
H: 0.459 6.499 1.935  0.084
H: 2.514 7.825 1.796  0.089
H: -2.089 1.860 2.671  0.109
H: -2.227 0.956 4.948  0.099
H: -0.458 1.473 6.602  0.090
H: 1.469 2.879 5.942  0.092
H: 1.632 3.743 3.640  0.098
H: -2.611 3.054 -0.370  0.067
H: -4.840 4.029 -0.437  0.101
H: -5.429 5.922 1.060  0.089
H: -3.734 6.802 2.638  0.089
H: -1.498 5.807 2.725  0.091

=====

3.
C6H12N2O as an isolated structure at a distorted geometry, computed with wB97M-V/def2-TZVPD.

E_HOMO	-8.2	eV
largest force on an atom	5.004	eV/Å
HOMO-LUMO gap	0.331	Eh
total charge	0
calculated total energy	-11437.403	eV

Each line ends with the Löwdin charge.
CARTESIAN COORDINATES (ANGSTROEM)
C: -1.844 -1.355 0.666  -0.096
C: -1.310 -1.311 -0.728  -0.261
C: -0.915 1.828 0.026  -0.235
C: 0.605 1.712 0.037  -0.059
C: 0.710 0.197 -0.590  -0.235
C: 2.754 -0.546 -0.052  -0.214
H: -2.554 -2.181 0.561  0.070
H: -1.113 -1.733 1.494  0.098
H: -2.171 -0.365 1.221  0.102
H: -0.658 -2.094 -0.689  0.080
H: -2.057 -1.342 -1.522  0.128
H: -1.151 1.587 1.069  0.114
H: -1.104 2.760 -0.217  0.067
H: 1.086 2.425 -0.764  0.146
H: 1.149 1.627 1.146  0.166
H: 2.548 0.533 0.308  0.024
H: 2.767 -1.012 1.114  0.102
H: 4.077 -0.844 -0.395  0.161
N: -0.703 -0.075 -1.055  -0.092
N: 1.539 -0.778 -0.810  0.000
O: -1.656 0.970 -0.820  -0.068

=====

4.
C18H30N2O4 as an isolated structure at a distorted geometry, computed with wB97M-V/def2-TZVPD.

E_HOMO	-7.8	eV
largest force on an atom	17.506	eV/Å
HOMO-LUMO gap	0.311	Eh
total charge	0
calculated total energy	-30304.166	eV

Each line ends with the Löwdin charge.
CARTESIAN COORDINATES (ANGSTROEM)
C: 0.551 -2.958 -1.220  0.004
H: 1.403 -2.622 -0.716  0.065
O: -0.328 -1.829 -1.662  -0.113
C: -0.409 -0.681 -0.862  -0.152
C: -0.142 -0.545 0.474  -0.106
C: -0.254 0.333 1.301  -0.398
C: -0.641 1.462 0.785  -0.008
C: -1.200 1.609 -0.677  0.086
C: -0.932 0.514 -1.545  -0.357
O: -1.183 0.753 -2.728  -0.014
C: -0.707 -0.269 -3.902  0.132
H: -1.138 -1.118 -3.951  0.042
H: -0.917 0.608 -4.691  0.186
C: 0.853 -0.322 -3.753  -0.538
O: 1.386 -1.087 -4.306  0.183
N: 1.622 0.759 -3.156  0.070
H: 0.995 1.648 -2.711  0.206
C: 3.014 0.926 -2.847  -0.648
C: 2.953 2.215 -2.099  -0.011
H: 4.225 2.283 -1.871  0.182
H: 2.497 2.330 -1.278  0.006
H: 2.906 2.923 -2.818  0.049
C: 3.320 -0.360 -1.998  0.024
H: 3.276 -1.319 -2.499  0.096
H: 4.150 -0.145 -1.902  -0.078
H: 2.714 -0.238 -0.987  0.147
C: 3.793 1.073 -4.107  -0.033
H: 3.270 1.657 -4.840  0.083
H: 3.644 -0.040 -4.722  0.159
H: 4.816 0.994 -3.905  0.058
H: -1.604 2.401 -1.088  0.042
H: -1.110 2.426 1.311  0.146
C: -0.114 0.149 2.805  -0.193
N: -1.109 0.697 3.676  0.079
H: -1.467 1.552 3.401  0.041
C: -2.410 -0.495 3.831  -0.684
C: -2.021 -1.361 4.723  -0.110
H: -1.016 -2.305 4.372  0.201
H: -2.761 -2.095 5.035  0.098
H: -1.365 -1.223 5.562  0.076
C: -2.794 -0.928 2.706  -0.118
H: -3.642 -1.608 2.715  0.118
H: -2.992 -0.084 1.761  0.194
H: -2.095 -1.504 2.112  0.091
C: -3.402 0.530 4.433  -0.289
O: -3.844 1.709 3.979  -0.031
H: -4.170 1.400 3.145  0.079
H: -2.912 1.023 5.669  0.217
H: -4.368 -0.108 4.781  0.153
H: 0.273 -0.909 2.923  0.129
H: 0.682 0.844 3.013  0.113
H: 0.197 -1.692 0.866  0.182
H: 0.504 -3.494 -2.085  0.067
H: 0.004 -3.477 -0.453  0.079

=====

5.
One molecule with the formula C5H8N2O at a distorted geometry, computed with wB97M-V/def2-TZVPD.

E_HOMO	-9.2	eV
largest force on an atom	2.948	eV/Å
HOMO-LUMO gap	0.360	Eh
total charge	0
calculated total energy	-10341.704	eV

Each line ends with the Löwdin charge.
CARTESIAN COORDINATES (ANGSTROEM)
C: 1.691 -0.359 -0.018  -0.584
C: -0.517 -1.407 0.005  -0.123
C: -1.894 -0.814 -0.129  -0.039
C: -1.812 0.532 0.002  -0.100
C: -0.431 1.056 0.096  -0.156
H: 2.370 1.292 0.790  0.112
H: 2.272 1.427 -0.887  0.081
H: -0.165 -2.035 -0.819  0.127
H: -0.427 -1.971 0.880  0.102
H: -2.827 -1.311 -0.192  0.090
H: -2.709 1.174 0.069  0.111
H: -0.256 1.701 1.012  0.134
H: -0.286 1.639 -0.846  0.124
N: 2.519 0.791 -0.127  0.110
N: 0.357 -0.210 0.101  -0.043
O: 2.115 -1.504 0.062  0.052

=====

6.
One molecule with the formula C7H10N2O2S3 at a distorted geometry, computed with wB97M-V/def2-TZVPD.

E_HOMO	-8.3	eV
largest force on an atom	14.986	eV/Å
HOMO-LUMO gap	0.297	Eh
total charge	0
calculated total energy	-46995.004	eV

Each line ends with the Löwdin charge.
CARTESIAN COORDINATES (ANGSTROEM)
C: 1.614 2.802 1.856  -0.019
C: 1.536 2.560 0.291  -0.460
H: 2.591 2.565 -0.161  0.140
H: 0.973 3.341 -0.246  0.134
O: 1.018 1.528 -0.039  -0.033
C: 2.002 0.346 0.160  -0.200
O: 3.207 0.390 0.579  0.078
C: 1.238 -0.937 -0.377  -0.158
C: 0.618 -0.853 -1.726  -0.501
H: 1.282 -0.840 -2.406  0.018
H: 0.055 -0.172 -1.814  -0.051
S: -0.283 -2.371 -2.175  0.897
C: -1.921 -1.988 -1.054  -0.791
N: -2.672 -3.165 -0.983  0.014
N: -3.760 -2.574 -0.299  -0.156
C: -3.625 -1.428 0.426  -1.054
S: -4.943 -0.684 1.380  0.405
S: -2.159 -0.648 -0.129  1.048
H: -4.562 -3.386 -0.161  0.233
H: 0.561 -1.244 0.564  0.153
H: 1.976 -1.747 -0.300  0.116
H: 2.163 3.784 2.066  0.105
H: 2.348 2.061 2.278  0.080
H: 0.743 2.657 2.271  0.001